1.
A molecular structure, C37H49As2F6N2O6S2Ti at a distorted geometry. Source: OMol25; level of theory: wB97M-V/def2-TZVPD.

Properties
Net charge: -1
Spin multiplicity: 1
ΔE to the lowest compared entry with this formula, charge and spin (kcal/mol): 91.9
LUMO energy (eV): 0.9
Orbital gap (eV): 4.8
Maximum force (eV/A): 2.394
HOMO (hartree): -0.1453

Structure (XYZ):
```
105
Properties=species:S:1:pos:R:3:forces:R:3
Ti -1.148 0.134 -0.196 1.2616 -0.4130 -1.9921
C -0.966 2.819 -1.415 -0.0200 0.2187 0.0211
C -0.572 1.581 -2.092 -0.2437 -0.3098 0.6003
C 0.921 1.654 -2.089 0.0281 0.0854 -0.2361
C 1.267 2.813 -1.437 -0.0423 -0.2079 0.0784
C 0.114 3.548 -1.018 -0.2038 0.0449 -0.1686
C 0.081 4.948 -0.438 -0.0155 0.0320 0.0868
C 1.462 5.403 0.037 0.0486 0.0098 -0.0389
C -0.902 5.035 0.733 0.0048 0.0537 0.0199
C -0.380 5.915 -1.541 -0.0263 -0.0145 -0.0124
C 2.067 0.850 -2.741 0.0535 -0.0130 0.0737
C 3.075 0.467 -1.647 0.0708 -0.0216 0.0827
C 2.805 1.773 -3.735 0.0306 -0.0017 0.0285
C 1.744 -0.443 -3.494 0.0048 -0.0704 -0.0791
C -1.410 1.281 -3.380 0.0264 0.0430 -0.1512
C -0.694 1.956 -4.564 0.0234 0.0154 0.0165
C -1.644 -0.198 -3.698 -0.0271 -0.0487 -0.0978
C -2.805 1.934 -3.352 -0.0366 -0.0164 0.0715
H -1.994 3.131 -1.322 -0.0357 0.0224 0.0816
H 2.286 3.130 -1.266 0.0290 0.0255 0.0176
H 1.867 4.750 0.810 -0.0286 -0.0645 0.0371
H 1.402 6.413 0.449 -0.0153 0.0047 -0.0015
H 2.175 5.425 -0.791 -0.0063 -0.0055 -0.0040
H -0.578 4.418 1.571 0.0088 -0.0226 -0.0042
H -1.899 4.705 0.433 -0.0133 -0.0202 -0.0055
H -0.986 6.066 1.089 0.0139 0.0003 -0.0218
H 0.295 5.867 -2.397 0.0085 -0.0002 -0.0051
H -0.403 6.944 -1.171 0.0038 0.0137 0.0026
H -1.380 5.649 -1.891 -0.0089 0.0017 0.0055
H 3.519 1.343 -1.168 -0.0499 0.0081 0.0055
H 3.889 -0.121 -2.077 0.0263 0.0071 -0.0042
H 2.603 -0.146 -0.878 -0.0189 -0.0049 -0.0556
H 3.157 2.679 -3.241 0.0236 -0.0079 -0.0158
H 2.168 2.075 -4.566 -0.0129 -0.0127 0.0159
H 3.672 1.247 -4.145 0.0057 -0.0102 -0.0081
H 1.296 -1.205 -2.865 0.0166 0.0368 0.0302
H 2.684 -0.862 -3.863 -0.0167 0.0122 0.0052
H 1.110 -0.288 -4.363 -0.0257 0.0622 -0.0491
H 0.227 1.449 -4.834 0.0342 -0.0536 0.0126
H -0.449 2.994 -4.320 -0.0100 0.0010 0.0249
H -1.345 1.953 -5.443 -0.0158 0.0015 -0.0045
H -0.732 -0.789 -3.678 -0.0066 0.0071 0.0304
H -2.072 -0.283 -4.702 0.0362 0.0083 -0.0026
H -2.351 -0.650 -3.005 0.0041 0.0586 -0.0044
H -2.739 3.023 -3.331 0.0072 0.0170 -0.0262
H -3.413 1.604 -2.512 0.0297 -0.0060 -0.0026
H -3.332 1.653 -4.267 0.0153 -0.0137 -0.0062
C 4.226 -2.957 -1.428 -0.0001 -0.0880 0.1189
As 2.453 -2.979 -0.554 -0.1804 -0.1891 -0.4125
C 2.391 -4.617 0.529 0.1585 0.0141 -0.0069
C 3.302 -1.944 1.118 0.0496 0.1706 0.1865
C 4.499 -2.522 1.568 0.0310 -0.0175 0.0285
C 5.255 -2.020 2.610 0.0075 -0.0552 -0.0124
C 4.822 -0.881 3.272 -0.0171 0.0365 0.0162
C 3.640 -0.288 2.872 0.0103 -0.0036 -0.0245
C 2.883 -0.802 1.804 0.1660 0.1282 0.2442
As 1.202 0.219 1.598 -0.6068 -0.0820 -0.3980
C 0.475 -0.129 3.368 0.2933 0.0360 0.1332
C 1.769 2.066 1.795 0.1476 -0.0332 0.1527
H 4.753 -3.888 -1.206 0.0025 0.0297 -0.0402
H 4.820 -2.114 -1.081 0.0010 0.0274 -0.0222
H 4.072 -2.901 -2.503 -0.0166 0.0350 -0.0094
H 3.336 -5.160 0.458 -0.0194 0.0019 0.0389
H 1.599 -5.247 0.133 -0.0421 -0.0037 0.0353
H 2.189 -4.360 1.567 -0.0122 -0.0251 0.0157
H 4.861 -3.417 1.069 -0.0177 0.0149 0.0156
H 6.173 -2.516 2.905 0.0043 0.0166 0.0099
H 5.387 -0.460 4.095 0.0082 -0.0062 0.0000
H 3.313 0.588 3.420 -0.0249 -0.0091 -0.0475
H 1.181 0.253 4.108 -0.0837 -0.0349 0.0113
H 0.366 -1.204 3.494 -0.0276 0.0213 0.0023
H -0.483 0.360 3.490 -0.0867 0.0326 0.0049
H 2.281 2.211 2.745 -0.0274 0.0609 -0.0216
H 0.884 2.697 1.760 -0.0807 -0.0220 0.0024
H 2.426 2.330 0.973 0.0664 -0.0174 -0.0540
F 0.752 -5.032 -2.233 -0.0432 -0.0927 -0.0487
C 2.026 -4.486 -2.297 0.0239 0.1624 0.2210
F 2.841 -5.598 -2.444 -0.0138 -0.0484 -0.1230
F 2.052 -3.893 -3.550 -0.0049 -0.0584 -0.0731
S -0.685 -2.438 -1.040 0.0420 1.0302 0.0221
O 0.076 -1.007 -1.018 0.1242 -0.7256 0.4967
O -2.069 -1.756 -1.050 0.0000 0.1836 0.1883
N -0.587 -3.068 0.476 0.1593 -0.4232 -0.3422
S -1.543 -2.521 1.538 -0.0282 0.7952 0.5362
O -1.266 -2.948 2.871 -0.0205 -0.2683 -0.1400
O -1.690 -1.036 1.425 -0.1698 0.0283 0.3300
C -3.298 -3.101 1.209 -0.0181 -0.4119 -0.1252
F -3.822 -3.574 2.341 0.0309 0.0394 0.0538
F -4.092 -2.136 0.768 0.0121 0.0746 0.0037
F -3.270 -4.097 0.323 -0.0882 0.1309 0.0300
O -3.043 0.689 -0.525 -0.1156 0.0552 0.2191
C -3.054 1.383 0.531 -0.4732 -0.0313 -0.2717
N -1.899 1.711 1.099 -0.2509 -0.3110 0.3724
C -2.211 2.271 2.354 0.3965 0.1383 -0.2165
O -1.415 2.632 3.174 0.1152 0.0523 0.2606
C -3.701 2.359 2.454 -0.4221 0.0606 0.1325
C -4.509 2.846 3.463 0.0981 -0.1218 -0.2450
C -5.882 2.750 3.258 -0.0896 0.0416 0.0691
C -6.413 2.187 2.100 -0.1071 0.0021 0.0028
C -5.595 1.690 1.091 0.1802 0.0930 0.1326
C -4.235 1.802 1.302 -0.0190 0.1270 0.2125
H -4.089 3.269 4.365 0.0126 0.0111 0.0136
H -6.559 3.117 4.020 -0.0090 -0.0067 -0.0099
H -7.488 2.129 1.989 0.0041 0.0032 0.0107
H -6.003 1.241 0.196 0.0356 -0.0210 -0.0309
```
Forces are in eV/Å.

---

2.
A molecular structure, C37H49BClIrN8S4 at a distorted geometry. Source: OMol25; level of theory: wB97M-V/def2-TZVPD.

Properties
Net charge: +1
Spin multiplicity: 2
ΔE to the lowest compared entry with this formula, charge and spin (kcal/mol): 42.8
LUMO energy (alpha / beta) (eV): -2.2 / -3.6
Orbital gap (alpha / beta) (eV): 7.5 / 6.5
Maximum force (eV/A): 1.986
HOMO (alpha / beta) (hartree): -0.3551 / -0.3737

Structure (XYZ):
```
101
Properties=species:S:1:pos:R:3:forces:R:3
Ir -0.317 -0.699 -0.205 1.7939 0.0257 0.8507
C 1.836 -3.558 3.296 -0.0187 -0.0111 -0.0191
C 1.048 -2.517 4.092 -0.0008 0.0127 -0.0425
C -0.440 -2.711 3.828 0.0017 0.0041 0.0136
C 1.290 -2.665 5.596 0.0126 -0.0232 -0.0021
N 1.577 -1.170 3.680 0.0233 0.0416 0.0589
C 2.869 -0.814 4.027 -0.0249 -0.0272 0.0247
C 3.115 0.395 3.493 0.0298 -0.0250 -0.1062
N 1.993 0.783 2.798 -0.0297 0.1228 0.2416
B 2.034 2.083 1.966 -0.0191 0.0180 -0.1235
N 0.672 2.791 1.766 -0.1718 -0.2224 0.1623
C 0.229 3.706 2.689 0.0850 0.0537 -0.0451
C -0.954 4.186 2.264 0.0061 0.0634 -0.0269
N -1.250 3.559 1.071 -0.0132 -0.1241 0.0549
C -0.257 2.671 0.802 0.0337 0.1499 -0.0812
S -0.127 1.663 -0.618 -0.4800 -0.2141 -0.2427
C -2.442 3.913 0.227 0.0067 0.0309 -0.0183
C -1.959 4.450 -1.120 0.0026 0.0006 0.0199
C -3.232 5.016 0.925 -0.0297 0.0188 -0.0062
C -3.343 2.694 0.082 0.0201 -0.0098 0.0142
N 2.715 1.885 0.583 0.2473 0.0084 0.1070
C 3.266 2.966 -0.062 -0.0278 0.0250 -0.0154
C 3.832 2.523 -1.197 -0.0191 -0.0098 -0.0262
N 3.642 1.154 -1.255 0.1265 -0.0086 0.0888
C 2.932 0.786 -0.156 -0.2286 0.0635 -0.1247
S 2.255 -0.755 0.221 -0.2402 -0.0869 -0.1570
C 4.301 0.370 -2.356 -0.0685 -0.0110 -0.0569
C 4.193 -1.141 -2.195 0.0151 0.0038 0.0061
C 5.790 0.732 -2.347 -0.0005 0.0128 0.0122
C 3.640 0.787 -3.669 -0.0027 -0.0109 -0.0005
C 1.060 -0.177 2.920 0.0689 -0.0495 -0.1701
S -0.513 -0.078 2.216 -0.1404 -0.0898 0.2427
H 1.489 -4.557 3.562 0.0059 0.0012 0.0047
H 2.906 -3.503 3.502 -0.0019 0.0105 -0.0065
H 1.682 -3.410 2.225 -0.0030 -0.0103 0.0107
H -0.694 -3.708 4.191 0.0052 0.0031 0.0197
H -0.687 -2.658 2.772 -0.0009 -0.0168 0.0165
H -1.052 -1.984 4.360 0.0008 0.0124 -0.0152
H 0.794 -3.569 5.947 0.0145 -0.0091 -0.0040
H 0.872 -1.815 6.137 -0.0162 -0.0096 0.0026
H 2.346 -2.755 5.847 0.0042 0.0186 -0.0001
H 3.495 -1.440 4.633 0.0009 0.0019 0.0049
H 3.996 1.010 3.534 -0.0105 0.0109 0.0247
H 2.725 2.851 2.583 -0.0091 0.0290 -0.0252
H 0.816 3.962 3.553 -0.0190 -0.0253 0.0199
H -1.585 4.936 2.698 0.0232 -0.0271 0.0023
H -1.297 5.305 -0.972 -0.0022 -0.0006 -0.0001
H -2.823 4.783 -1.697 0.0032 -0.0053 -0.0011
H -1.432 3.693 -1.693 0.0100 -0.0276 -0.0136
H -2.659 5.940 1.019 -0.0025 -0.0036 0.0051
H -3.591 4.707 1.908 -0.0068 -0.0004 -0.0134
H -4.106 5.231 0.312 0.0021 0.0080 -0.0038
H -2.810 1.841 -0.330 0.0182 -0.0326 -0.0387
H -4.171 2.934 -0.587 0.0052 0.0036 -0.0009
H -3.759 2.431 1.056 -0.0006 -0.0246 -0.0011
H 3.204 3.960 0.346 0.0193 -0.0023 0.0101
H 4.356 3.062 -1.963 0.0228 0.0038 0.0152
H 4.527 -1.479 -1.215 0.0194 0.0005 -0.0156
H 4.840 -1.585 -2.952 -0.0032 0.0055 -0.0050
H 3.183 -1.502 -2.368 0.0136 -0.0046 0.0220
H 6.243 0.465 -1.391 0.0002 -0.0003 -0.0005
H 5.968 1.789 -2.532 0.0004 0.0027 -0.0042
H 6.294 0.172 -3.134 -0.0028 0.0004 -0.0021
H 2.568 0.585 -3.635 0.0047 -0.0029 -0.0053
H 4.072 0.216 -4.491 0.0059 0.0036 0.0005
H 3.788 1.846 -3.883 -0.0084 0.0016 0.0103
S -3.689 -3.313 1.203 0.0004 0.0103 -0.0002
C -4.183 -1.683 1.413 -0.0242 -0.0299 0.0568
C -3.236 -0.790 1.027 0.0326 0.0129 0.0681
C -2.061 -1.424 0.531 -0.3365 0.3053 -0.5691
C -2.177 -2.786 0.578 0.0709 -0.0237 0.0509
C -1.053 -3.575 0.169 -0.2483 -0.0542 0.0101
C -1.028 -4.963 0.080 0.0374 -0.0725 0.0175
C 0.094 -5.589 -0.417 -0.0294 0.0850 0.0115
C 1.168 -4.802 -0.818 -0.0142 -0.0215 0.0194
C 1.076 -3.434 -0.694 0.2653 0.0543 0.1235
N 0.005 -2.812 -0.178 -0.2692 -0.0142 -0.3501
H -5.159 -1.472 1.819 -0.0074 -0.0050 -0.0169
H -3.367 0.276 1.099 -0.0094 0.0532 -0.0251
H -1.904 -5.524 0.378 0.0095 -0.0070 0.0001
H 0.130 -6.666 -0.512 0.0021 -0.0040 0.0139
H 2.067 -5.232 -1.233 -0.0085 -0.0103 -0.0036
H 1.904 -2.804 -0.985 -0.0799 -0.0360 -0.0431
C -5.400 0.091 -5.420 0.0021 0.0011 -0.0024
C -4.492 0.048 -4.226 0.0449 0.0061 0.0442
C -4.614 -0.928 -3.245 -0.0095 -0.0093 -0.0244
C -3.727 -0.947 -2.181 -0.0322 -0.1044 0.0155
N -2.747 -0.063 -2.025 -0.1500 0.1398 -0.0630
C -2.630 0.875 -2.962 -0.0091 0.0476 0.0138
C -3.463 0.971 -4.062 -0.0032 -0.0135 -0.0247
H -6.308 -0.483 -5.248 -0.0013 0.0019 0.0005
H -4.895 -0.333 -6.290 -0.0041 -0.0006 -0.0009
H -5.675 1.116 -5.667 -0.0011 -0.0006 0.0004
H -5.391 -1.680 -3.304 -0.0041 0.0061 -0.0185
H -3.805 -1.727 -1.429 0.0135 0.0670 -0.0194
H -1.829 1.594 -2.820 0.0050 -0.0060 0.0073
H -3.304 1.761 -4.787 -0.0173 -0.0064 -0.0079
Cl -0.763 -2.117 -3.181 0.0241 -0.0960 0.0248
C 0.183 -0.921 -2.240 -0.1902 -0.0103 0.0355
H 0.108 0.026 -2.774 -0.0961 0.0038 -0.0047
H 1.209 -1.271 -2.304 -0.0130 0.0846 0.0150
```
Forces are in eV/Å.

---

3.
A molecular structure, C37H49BN6O4STi at a distorted geometry. Source: OMol25; level of theory: wB97M-V/def2-TZVPD.

Properties
Net charge: +2
Spin multiplicity: 1
ΔE to the lowest compared entry with this formula, charge and spin (kcal/mol): 6.7
LUMO energy (eV): -6.8
Orbital gap (eV): 6.5
Maximum force (eV/A): 1.013
HOMO (hartree): -0.4903

Structure (XYZ):
```
99
Properties=species:S:1:pos:R:3:forces:R:3
Ti 0.897 0.192 0.177 0.1843 0.3954 -0.1177
C 0.188 0.056 3.599 0.1119 -0.1650 0.0288
C 1.130 -0.915 2.969 0.1681 -0.0445 -0.2310
C 1.648 -2.108 3.433 -0.1125 -0.1820 0.1126
C 2.473 -2.603 2.420 0.0379 -0.2049 0.0699
C 3.238 -3.883 2.376 -0.0429 0.0793 -0.0182
N 2.475 -1.734 1.409 0.0449 0.3940 -0.0920
N 1.660 -0.675 1.749 0.0268 -0.4842 0.8606
B 3.367 -1.662 0.118 0.0348 0.0329 0.0362
N 3.973 -0.265 0.123 -0.0598 -0.1404 0.0163
N 3.132 0.809 0.183 0.0854 -0.3362 -0.1088
C 3.924 1.886 0.304 -0.0912 0.2133 0.0961
C 3.453 3.297 0.474 0.0379 -0.1245 0.0206
C 5.261 1.490 0.307 0.1481 0.1642 -0.0083
C 5.257 0.115 0.193 0.1616 -0.0419 0.0200
C 6.404 -0.845 0.162 -0.1458 0.0224 0.0095
N 2.498 -1.737 -1.176 -0.1343 0.3352 0.2163
N 1.538 -0.781 -1.409 0.0715 -0.3513 -0.5832
C 0.927 -1.079 -2.586 0.0414 -0.0205 0.3703
C -0.238 -0.297 -3.100 0.0982 -0.1014 -0.0378
C 1.537 -2.195 -3.112 0.0483 -0.1336 -0.2769
C 2.512 -2.590 -2.192 0.0402 -0.2673 -0.1163
C 3.415 -3.776 -2.236 0.0112 0.0246 0.0160
H 0.707 0.645 4.353 0.0366 0.0477 0.0510
H -0.237 0.739 2.866 -0.0905 0.0893 -0.1408
H -0.633 -0.464 4.087 -0.0141 -0.0335 0.0129
H 1.441 -2.583 4.381 0.0581 0.0577 -0.0966
H 3.122 -4.413 3.317 -0.0048 -0.0217 0.0202
H 2.864 -4.517 1.570 -0.0028 0.0234 0.0349
H 4.300 -3.709 2.203 -0.0151 0.0155 0.0157
H 4.190 -2.527 0.127 -0.1747 0.1010 -0.0172
H 2.653 3.377 1.209 0.0720 -0.0189 -0.0472
H 4.287 3.905 0.818 0.0091 -0.0012 0.0095
H 3.111 3.737 -0.464 0.0438 -0.0147 0.0059
H 6.123 2.136 0.394 -0.1037 -0.0872 -0.0114
H 7.341 -0.294 0.175 -0.0139 0.0002 -0.0006
H 6.388 -1.511 1.028 -0.0090 0.0606 -0.0502
H 6.383 -1.466 -0.736 -0.0083 0.0567 0.0422
H -0.737 0.252 -2.303 -0.0390 0.0716 0.1056
H 0.066 0.406 -3.875 0.0223 0.0087 -0.0144
H -0.969 -0.975 -3.539 0.0100 0.0021 0.0046
H 1.303 -2.679 -4.048 0.0304 0.0260 0.0968
H 3.291 -4.297 -3.183 0.0054 0.0031 0.0193
H 4.463 -3.490 -2.129 -0.0838 0.0027 -0.0211
H 3.172 -4.468 -1.425 0.0042 0.0514 -0.0667
C 1.019 2.966 -2.340 -0.0498 0.0668 -0.0045
C 0.760 3.092 -0.879 -0.1343 -0.1994 0.1542
O 0.844 2.063 -0.164 0.1369 0.8555 -0.5244
C 0.415 4.345 -0.253 -0.0062 0.1072 -0.0035
C 0.202 4.386 1.132 -0.1165 0.0471 0.0577
C -0.095 5.583 1.749 -0.0192 0.0693 0.0074
C -0.180 6.749 0.987 0.0075 -0.0112 0.0238
C 0.018 6.715 -0.389 -0.0156 0.0729 0.0023
C 0.319 5.517 -1.010 -0.0622 0.0630 -0.0620
H 1.492 2.013 -2.552 0.0447 -0.1068 -0.0146
H 1.658 3.773 -2.694 -0.0020 0.0145 -0.0165
H 0.070 3.034 -2.879 0.0190 0.0082 0.0103
H 0.264 3.472 1.707 0.0062 0.0035 0.0147
H -0.254 5.621 2.821 0.0169 0.0066 -0.0942
H -0.398 7.693 1.473 -0.0018 -0.0687 -0.0306
H -0.057 7.624 -0.974 0.0077 -0.0642 0.0571
H 0.468 5.499 -2.083 0.0171 0.0062 0.0644
O -1.456 1.324 0.439 -0.2562 0.1704 0.2653
S -2.555 2.173 -0.179 0.3368 -0.0436 -0.1521
C -3.944 1.071 -0.560 -0.0687 -0.0396 -0.0282
C -4.926 1.142 0.604 -0.0119 0.0522 0.0039
C -4.902 2.597 1.076 0.0333 -0.0848 -0.0027
C -3.427 2.970 1.200 -0.0473 0.0598 0.0058
H -3.518 0.082 -0.744 -0.0179 0.0667 -0.0270
H -4.383 1.454 -1.485 0.0001 -0.0258 0.0352
H -4.605 0.474 1.408 -0.0341 0.1102 -0.0812
H -5.923 0.834 0.290 0.0192 -0.0180 0.0105
H -5.412 2.730 2.029 0.0070 0.0216 -0.0096
H -5.397 3.241 0.345 0.0196 -0.0205 0.0305
H -2.957 2.529 2.082 -0.0355 0.0167 0.0272
H -3.229 4.041 1.172 0.0111 -0.0402 0.0292
C -6.269 -3.358 -1.139 0.1073 -0.0059 0.0473
C -4.815 -3.107 -0.831 -0.0979 -0.0322 -0.0328
C -3.809 -3.605 -1.639 0.0528 -0.0523 -0.0818
C -2.453 -3.410 -1.358 0.0293 -0.0798 -0.0753
C -1.446 -4.056 -2.283 -0.1085 0.0842 0.0927
C -2.117 -2.639 -0.242 -0.1997 0.5160 0.2721
C -3.125 -2.129 0.612 0.1461 -0.0522 0.1168
C -2.792 -1.396 1.895 0.0535 -0.1471 -0.0070
C -4.447 -2.389 0.311 -0.1015 0.0323 0.0309
C -0.695 -2.313 0.055 -0.5302 0.2083 -0.2329
O 0.208 -3.088 0.096 0.4917 -0.1409 0.1253
O -0.469 -0.949 0.227 -0.2868 -0.8851 -0.1626
H -6.392 -3.872 -2.091 0.0113 0.0182 0.0242
H -6.829 -2.421 -1.179 0.0290 -0.0229 0.0026
H -6.725 -3.974 -0.360 0.0324 0.0299 -0.0326
H -4.072 -4.189 -2.517 0.0137 0.0516 0.0816
H -1.591 -3.714 -3.312 -0.0145 0.0011 0.0493
H -1.603 -5.135 -2.283 0.0138 -0.0001 -0.0047
H -0.418 -3.874 -1.987 -0.0062 0.0124 -0.0225
H -2.155 -2.018 2.535 -0.0269 0.0539 -0.0604
H -3.701 -1.181 2.457 0.0432 -0.1016 -0.0092
H -2.268 -0.458 1.706 -0.0467 -0.0327 -0.0149
H -5.223 -2.035 0.988 0.0929 -0.0551 -0.0903
```
Forces are in eV/Å.

---

Q: maximum force of number 2 (C37H49BClIrN8S4)?
A: 1.986 eV/A